(1)
Computed, not measured: a 2-piece molecular cluster, C9H14O overall, with ωB97M-V/def2-TZVPD.

## Properties
Electronic energy (eV): -11605.6507
Kohn-Sham gap (alpha / beta) (eV): 3.32 / 7.26
Relative energy (zero: lowest compared OMol25 entry of this formula, charge and spin) (kJ/mol): 64.4
HOMO energy (alpha / beta) (eV): 0.6 / -3.5
Strongest force on any atom (eV/Å): 2.7
LUMO energy (alpha / beta) (eV): 4.0 / 3.8

Geometry as ORCA input:
```
! RIJCOSX wB97M-V def2-TZVPD def2/J DEFGRID3
* xyz -1 2
C -0.7216 1.8254 -2.1596
C -1.5637 -1.2841 -0.1110
C -1.2789 -0.3866 -1.2220
C -1.6317 -0.7470 1.1878
C -0.9995 0.9237 -0.9759
C -1.2964 0.5742 1.3862
C -0.9648 1.4754 0.3228
O -1.9525 -1.5538 2.2575
H -1.9217 -2.3032 -0.2646
H -1.5293 -0.7708 -2.2076
H -1.2765 -1.5359 2.9467
H -1.4802 0.9509 2.3937
H -1.5799 2.4210 -2.4521
H -0.2123 1.2782 -2.9518
H -0.7009 2.5226 0.4219
H 0.0543 2.6023 -1.9358
C 2.5908 0.0187 0.4835
C 2.1045 -1.4582 0.3974
H 1.8993 0.7452 0.0848
H 2.8602 0.1621 1.5471
H 3.6104 0.0408 0.0972
H 2.4665 -2.0984 1.1997
H 2.4714 -1.7872 -0.5946
H 1.0526 -1.6152 0.1487
*
```



(2)
Computed, not measured: C21H33IN5OSiY as an isolated structure, with ωB97M-V/def2-TZVPD.

## Properties
Electronic energy (eV): -48825.3774
Kohn-Sham gap (alpha / beta) (eV): 2.61 / 1.57
HOMO energy (alpha / beta) (eV): 1.6 / 3.0
Strongest force on any atom (eV/Å): 5.9
LUMO energy (alpha / beta) (eV): 4.3 / 4.6

Geometry as ORCA input:
```
! RIJCOSX wB97M-V def2-TZVPD def2/J DEFGRID3
* xyz -2 1
C 2.0789 -3.2019 -0.0944
I 0.3311 -1.8984 2.4661
H 2.9615 -3.0949 0.6086
H 2.4229 -3.4648 -1.1787
H 1.2699 -3.9159 0.4462
C -3.9861 -0.6712 1.8908
C -3.2558 -0.3565 2.9706
N -2.0322 0.0545 2.5113
C -1.9381 -0.0545 1.1400
N -3.1744 -0.5115 0.7752
H -5.0004 -0.9825 1.7987
H -3.4786 -0.3246 4.0017
C 2.7072 0.8160 -2.6713
C 1.7532 -0.5351 -1.0861
N 1.5517 0.1273 -2.3254
H 4.6513 0.9056 -1.6551
N 3.0158 -0.1905 -0.7422
H 2.8167 1.3364 -3.6113
Y 0.2341 0.4840 1.0332
C 1.3438 -2.0270 -0.6776
O 0.3148 -2.2322 -1.2922
C 3.6422 0.5997 -1.6669
C 3.6855 -0.5625 0.4656
H 3.7818 0.3223 1.1115
H 4.6476 -1.0244 0.2318
H 3.0448 -1.2981 0.9596
C 0.3061 0.3708 -3.0889
H 0.5810 0.3736 -4.1415
H -0.0979 1.3697 -2.8836
H -0.4172 -0.4112 -2.8657
C -3.5622 -0.7004 -0.5886
H -4.4702 -1.3343 -0.6418
H -2.7625 -1.1930 -1.1676
H -3.7983 0.2595 -1.0939
C -1.0183 0.5610 3.3905
H -0.1689 -0.1808 3.5239
H -1.3930 0.6129 4.4090
H -0.5713 1.5252 3.0601
C -2.7067 3.3577 1.4997
Si -1.3833 3.5149 0.2366
C -2.0274 2.8372 -1.4161
C -1.0732 5.3395 0.1146
N 0.0580 2.5896 0.5656
C 1.3487 3.0543 0.2337
C 2.3948 2.7319 1.1394
C 3.7132 3.0983 0.8162
C 3.9616 3.8155 -0.3519
C 2.9267 4.1818 -1.2153
C 1.6064 3.8113 -0.9227
H -3.1870 4.3328 1.5881
H -2.3507 3.0814 2.4855
H -3.4818 2.6527 1.2124
H -3.0857 3.1149 -1.4919
H -1.4786 3.2701 -2.2618
H -1.9403 1.7420 -1.4478
H -0.3411 5.6793 0.8481
H -0.7377 5.6658 -0.8698
H -2.0101 5.8643 0.3235
H 2.1517 2.2936 2.1245
H 4.5295 2.8169 1.4866
H 5.0041 4.1168 -0.5994
H 3.1229 4.7435 -2.1218
H 0.8006 4.1007 -1.5844
*
```



(3)
Computed, not measured: an isolated molecule of C20H18Cl2FN3O2, with ωB97M-V/def2-TZVPD.

## Properties
Electronic energy (eV): -57356.7673
Kohn-Sham gap (eV): 8.07
HOMO energy (eV): -7.5
Strongest force on any atom (eV/Å): 3.9
LUMO energy (eV): 0.5
SMILES string: C[C@@H](Oc1c(N)ncc2c(C3=CCNCC3)coc12)c1c(Cl)ccc(F)c1Cl

Geometry as ORCA input:
```
! RIJCOSX wB97M-V def2-TZVPD def2/J DEFGRID3
* xyz 0 1
C -0.5446 -4.7557 1.3174
C -0.5354 -3.3137 1.0081
O 0.8220 -3.0812 0.5114
C 1.1876 -1.8177 0.1637
C 2.4964 -1.7154 -0.2316
N 3.2731 -2.8973 -0.4625
N 3.1466 -0.5996 -0.5068
C 2.5005 0.6071 -0.5138
C 1.1530 0.5355 -0.0794
C 0.2226 1.6008 0.1979
C 0.4188 3.1296 0.1074
C 1.1137 3.7056 -0.9359
C 1.4819 5.2025 -1.1127
N 1.0889 5.9597 0.1642
C 0.7748 5.1869 1.3871
C -0.2064 4.0349 1.1311
C -0.8823 0.9712 0.6526
O -0.7403 -0.3796 0.7391
C 0.5003 -0.6166 0.2383
C -1.6250 -2.9542 0.0039
C -2.8774 -2.5455 0.4832
Cl -3.3399 -2.5084 2.2408
C -3.8896 -2.3829 -0.4800
C -3.6379 -2.3676 -1.8004
C -2.4419 -2.8245 -2.3282
F -2.4662 -3.0097 -3.6815
C -1.4069 -3.1622 -1.4244
Cl 0.0474 -3.7393 -2.1512
H 0.4555 -5.0834 1.6718
H -0.6700 -5.4185 0.4917
H -1.3095 -5.0155 2.0312
H -0.6116 -2.6429 1.8838
H 3.0742 -3.7553 0.1231
H 4.2555 -2.6594 -0.5589
H 3.0965 1.4933 -0.6700
H 1.3119 3.0450 -1.8070
H 0.9782 5.5696 -2.0535
H 2.5629 5.4030 -1.1954
H 1.7413 6.7683 0.3556
H 1.6675 4.7628 1.9004
H 0.2938 5.8440 2.1323
H -1.0824 4.5185 0.6304
H -0.5058 3.4598 2.0069
H -1.6059 1.6429 1.0221
H -4.9049 -2.0907 -0.1789
H -4.3809 -2.1038 -2.4231
*
```



(4)
Computed, not measured: C38H47MnN5O2S as an isolated structure, with ωB97M-V/def2-TZVPD.

## Properties
Electronic energy (eV): -93862.6115
Kohn-Sham gap (alpha / beta) (eV): 7.45 / 6.56
HOMO energy (alpha / beta) (eV): -10.2 / -10.3
Strongest force on any atom (eV/Å): 0.9
LUMO energy (alpha / beta) (eV): -2.8 / -3.8

Geometry as ORCA input:
```
! RIJCOSX wB97M-V def2-TZVPD def2/J DEFGRID3
* xyz 1 5
Mn -0.1903 -0.1185 -0.1058
C -4.1091 -0.4822 1.0705
C -3.6836 -1.2445 -0.1874
C -2.4557 -2.1586 -0.0271
C -3.5693 -0.3599 -1.4143
C -4.4703 -0.6016 -2.4472
C -4.4546 0.1454 -3.6100
C -3.4793 1.1091 -3.7710
C -2.5320 1.3680 -2.7832
C -1.4187 2.3319 -3.1645
C -0.0244 1.7285 -3.0229
C -1.5036 3.7187 -2.5145
C -2.6259 0.6650 -1.5731
N -1.7148 1.0086 -0.4872
C -1.9614 2.0606 0.2105
C -1.1081 2.6109 1.2231
C -1.6938 3.5838 2.0590
C -0.9914 4.1999 3.0612
C 0.3564 3.8556 3.2275
C 0.9695 2.9363 2.4081
C 0.2687 2.2722 1.3746
N 0.8803 1.3416 0.5814
C 2.3124 1.3515 0.5102
C 3.0165 2.4335 -0.0721
C 4.4068 2.3853 -0.1143
C 5.1190 1.2849 0.3297
C 4.4278 0.2209 0.8755
C 3.0426 0.2626 1.0059
C 2.3911 -0.8784 1.7866
C 1.8540 -2.4848 -0.0614
C 2.8502 -0.8057 3.2406
C 2.3478 3.6433 -0.7093
C 2.8260 3.8072 -2.1575
C 2.6296 4.9381 0.0616
H -4.4799 -1.1880 1.8164
H -4.9346 0.1915 0.8305
H -3.2983 0.0876 1.5129
H -4.5079 -1.9235 -0.4072
H -1.5198 -1.6076 0.1510
H -2.3106 -2.7555 -0.9275
H -2.5579 -2.8287 0.8279
H -5.2087 -1.3848 -2.3211
H -5.1781 -0.0423 -4.3936
H -3.4214 1.6614 -4.7021
H -1.5615 2.4828 -4.2345
H 0.3124 1.7106 -1.9851
H 0.6838 2.3357 -3.5822
H 0.0100 0.7155 -3.4361
H -1.1878 3.6990 -1.4680
H -2.5184 4.1180 -2.5640
H -0.8434 4.4146 -3.0372
H -2.9057 2.5766 0.0319
H -2.7357 3.8414 1.8938
H -1.4598 4.9399 3.6964
H 0.9350 4.3268 4.0145
H 2.0158 2.6999 2.5554
H 4.9469 3.2195 -0.5480
H 6.1993 1.2594 0.2565
H 4.9719 -0.6457 1.2367
H 1.3086 -0.7489 1.7842
H 2.4033 -3.1653 -0.7059
H 2.2702 -0.8552 -1.0996
H 0.9167 -2.9554 0.2369
H 3.9323 -0.8991 3.3237
H 2.3802 -1.5558 3.8730
H 2.5761 0.1834 3.6118
H 1.2703 3.4849 -0.7143
H 3.8748 4.1113 -2.1855
H 2.2455 4.5810 -2.6672
H 2.7398 2.8786 -2.7177
H 3.7007 5.1527 0.0844
H 2.2710 4.8857 1.0890
H 2.1335 5.7791 -0.4279
O -0.8730 -0.4141 2.1573
S -0.5109 -0.8542 3.5641
C -1.8846 -1.8097 4.2577
C -2.1456 -1.2165 5.6379
C -2.1008 0.2983 5.4364
C -0.8259 0.5786 4.6447
H -1.6081 -2.8628 4.2583
H -2.7195 -1.6422 3.5829
H -1.3695 -1.5284 6.3414
H -3.1015 -1.5564 6.0343
H -2.0981 0.8370 6.3829
H -2.9752 0.6248 4.8703
H 0.0478 0.6637 5.2928
H -0.8672 1.4495 3.9882
O 1.4770 -1.3172 -0.7865
N 2.6700 -2.1661 1.1016
C 3.5263 -3.1533 1.5237
C 4.1777 -3.9525 0.5407
N 4.6932 -4.6131 -0.2530
C 3.7303 -3.5068 2.8830
N 3.8910 -3.8084 3.9851
*
```



- electronic energy of number 4 (C38H47MnN5O2S)?
  -93862.6115 eV